{"formula": "C39H78O19", "method": "ωB97M-V/def2-TZVPD", "e_homo_ev": -9.03, "orbital_gap_ev": 9.2, "mol_weight_g_mol": 851.0, "de_lowest_ev": 1.930, "symbols": ["C", "O", "C", "O", "O", "C", "H", "H", "H", "H", "H", "H", "C", "O", "C", "O", "O", "C", "H", "H", "H", "H", "H", "H", "C", "O", "C", "O", "O", "C", "H", "H", "H", "H", "H", "H", "C", "C", "O", "C", "H", "H", "H", "H", "H", "H", "C", "C", "O", "C", "H", "H", "H", "H", "H", "H", "C", "C", "O", "C", "H", "H", "H", "H", "H", "H", "C", "C", "O", "C", "H", "H", "H", "H", "H", "H", "C", "C", "O", "C", "H", "H", "H", "H", "H", "H", "C", "C", "O", "C", "H", "H", "H", "H", "H", "H", "C", "C", "O", "C", "H", "H", "H", "H", "H", "H", "C", "C", "O", "C", "H", "H", "H", "H", "H", "H", "C", "C", "O", "C", "H", "H", "H", "H", "H", "H", "C", "C", "O", "C", "H", "H", "H", "H", "H", "H"], "xyz": [[-1.15, -0.15, 2.04], [-0.34, -0.19, 0.93], [0.77, 0.59, 0.88], [1.16, 1.46, 1.72], [1.37, 0.39, -0.33], [2.56, 1.05, -0.70], [-0.57, 0.05, 2.94], [-1.41, -1.19, 2.23], [-2.00, 0.54, 1.96], [2.31, 2.05, -1.03], [3.04, 0.53, -1.54], [3.23, 1.16, 0.15], [-0.92, -4.65, 3.55], [-0.47, -5.27, 2.39], [0.14, -4.63, 1.36], [0.16, -3.42, 1.23], [0.78, -5.65, 0.69], [1.45, -5.34, -0.51], [-0.70, -5.35, 4.35], [-1.99, -4.48, 3.39], [-0.45, -3.71, 3.85], [0.82, -4.78, -1.20], [1.74, -6.28, -0.97], [2.41, -4.83, -0.41], [-3.82, 3.68, 1.11], [-3.70, 2.73, 2.22], [-4.84, 2.63, 3.05], [-5.87, 3.37, 2.92], [-4.51, 1.70, 4.01], [-5.57, 1.16, 4.78], [-4.61, 3.52, 0.37], [-2.84, 3.75, 0.65], [-4.01, 4.71, 1.43], [-5.26, 0.34, 5.43], [-6.34, 0.68, 4.18], [-6.01, 1.92, 5.43], [-3.75, -4.45, -1.67], [-5.26, -4.23, -1.70], [-5.85, -3.47, -0.96], [-5.91, -5.08, -2.75], [-3.45, -3.53, -2.18], [-3.37, -5.38, -2.10], [-3.52, -4.34, -0.61], [-5.21, -5.81, -3.15], [-6.20, -4.38, -3.54], [-6.77, -5.64, -2.40], [5.48, 1.25, -3.76], [6.40, 2.20, -2.89], [7.14, 2.98, -3.43], [6.47, 1.91, -1.45], [4.94, 0.51, -3.17], [6.05, 0.83, -4.59], [4.81, 1.99, -4.20], [7.04, 2.69, -0.96], [7.03, 0.98, -1.34], [5.49, 1.76, -0.98], [3.42, -2.05, 0.95], [3.57, -1.73, 2.45], [4.69, -1.36, 2.91], [2.39, -2.12, 3.28], [2.43, -2.42, 0.69], [4.12, -2.86, 0.75], [3.69, -1.16, 0.39], [2.81, -2.37, 4.25], [1.93, -2.94, 2.73], [1.76, -1.23, 3.39], [-1.42, 1.68, -1.53], [-2.10, 2.81, -2.19], [-2.11, 3.94, -1.70], [-2.94, 2.44, -3.41], [-2.10, 1.13, -0.89], [-0.45, 2.03, -1.16], [-1.01, 1.07, -2.33], [-2.45, 1.87, -4.21], [-3.25, 3.34, -3.94], [-3.86, 1.97, -3.06], [1.96, 0.17, -6.56], [2.42, -1.30, -6.73], [2.48, -2.10, -5.79], [2.86, -1.61, -8.11], [2.47, 0.77, -7.32], [2.23, 0.56, -5.58], [0.87, 0.26, -6.59], [1.97, -1.85, -8.69], [3.67, -2.33, -8.10], [3.21, -0.70, -8.59], [-2.01, 2.39, 6.68], [-1.76, 3.57, 5.67], [-2.50, 4.58, 5.64], [-0.69, 3.53, 4.59], [-2.96, 1.87, 6.62], [-1.76, 2.70, 7.69], [-1.38, 1.56, 6.38], [-0.65, 4.32, 3.85], [-0.70, 2.56, 4.09], [0.30, 3.54, 5.05], [-0.80, -1.83, -2.31], [0.64, -2.24, -2.90], [1.63, -1.64, -2.51], [0.73, -3.40, -3.77], [-0.63, -1.02, -1.60], [-1.16, -2.67, -1.73], [-1.51, -1.69, -3.12], [0.34, -3.06, -4.73], [0.03, -4.10, -3.30], [1.79, -3.62, -3.80], [3.71, 1.75, 4.45], [4.42, 2.95, 3.78], [4.71, 3.90, 4.49], [4.76, 2.80, 2.33], [4.56, 1.35, 5.00], [3.25, 1.15, 3.67], [3.12, 2.19, 5.25], [5.64, 3.40, 2.12], [3.96, 3.24, 1.73], [4.87, 1.76, 2.01], [2.91, 5.47, -1.69], [2.69, 4.40, -2.65], [3.48, 3.43, -2.72], [1.40, 4.42, -3.53], [1.99, 5.55, -1.11], [3.11, 6.30, -2.37], [3.74, 5.53, -0.99], [1.27, 3.66, -4.29], [1.22, 5.37, -4.03], [0.48, 4.31, -2.95], [-5.59, -1.27, 1.61], [-4.70, -2.35, 2.20], [-3.60, -2.62, 1.70], [-5.04, -2.87, 3.56], [-5.00, -0.79, 0.82], [-5.81, -0.48, 2.32], [-6.56, -1.69, 1.33], [-5.06, -1.99, 4.21], [-4.30, -3.64, 3.80], [-5.98, -3.38, 3.38]]}